No. 1
Here is one molecule with the formula C13H13FN2O2S from the Open Molecules 2025 dataset. Energies are from ωB97M-V with the def2-TZVPD basis set.

```
32
C13H13FN2O2S, DFT ωB97M-V with the def2-TZVPD basis set
C -1.88385 -2.35782 1.26852
N -1.65828 -1.33383 0.28950
C -0.67454 -1.30360 -0.65259
N -0.72869 -0.22675 -1.39076
C -1.76874 0.49309 -0.90959
C -2.35600 -0.16581 0.14151
C -3.50799 0.20563 1.01656
H -4.30006 -0.56044 0.92947
H -3.18651 0.23904 2.06368
O -4.02218 1.47810 0.73428
H -4.23856 1.52926 -0.20345
H -2.01400 1.44315 -1.33888
S 0.52627 -2.56411 -0.81747
C 1.50175 -2.26496 0.72457
H 2.55027 -2.36152 0.44942
H 1.24131 -3.03326 1.45333
C 1.18559 -0.89968 1.29568
O 0.61460 -0.81631 2.36368
C 1.53601 0.28734 0.49408
C 2.32000 0.23438 -0.65915
C 2.55553 1.37908 -1.39213
C 1.99922 2.57458 -0.96911
C 1.22228 2.66016 0.17384
C 0.99745 1.51137 0.90097
H 0.38734 1.53508 1.79141
H 0.80180 3.60767 0.47086
F 2.22510 3.68743 -1.68820
H 3.15274 1.35588 -2.28958
H 2.74441 -0.69578 -1.00023
H -2.95362 -2.50927 1.40831
H -1.43180 -2.07702 2.22354
H -1.43225 -3.28521 0.91503
```

Computed properties:
SMILES = Cn1c(CO)cnc1SCC(=O)c1ccc(F)cc1
F_max = 0.0112 hartree/bohr
HOMO energy = -8.6 eV
energy relative to the best compared isomer or geometry (same formula, charge and spin) = 3.90 kJ/mol
frontier orbital gap = 8.66 eV


No. 2
Here is an isolated ion of composition C13H13N2 and charge +1 in a non-equilibrium geometry from the Open Molecules 2025 dataset. Energies are from ωB97M-V with the def2-TZVPD basis set.

```
28
C13H13N2, DFT ωB97M-V with the def2-TZVPD basis set
C -0.11855 3.62138 -1.90938
C -0.66619 3.54775 -0.65269
C 0.56824 2.56308 -2.42861
C 0.94452 -3.74114 2.09905
C -0.61383 2.32887 -0.03786
C 0.78130 1.42244 -1.72258
C -0.20906 -3.37915 1.47616
C 1.92119 -2.73548 1.92704
C 0.02625 1.26024 -0.54318
C -0.03947 -2.07818 0.91527
C -0.64061 -0.98714 0.24903
C 1.59017 -0.37835 0.96535
C -1.93211 -0.95817 -0.37538
N 1.30649 -1.76771 1.26731
N 0.15020 -0.00726 0.11507
H -0.28796 4.51076 -2.50617
H -1.12456 4.28840 0.04179
H 1.15668 2.67039 -3.34061
H 0.96479 -4.68625 2.60985
H -1.06218 2.24151 0.96679
H 1.58504 0.71383 -2.18061
H -1.07977 -4.04126 1.35554
H 3.00411 -2.79236 2.14396
H 1.55207 0.19390 1.90071
H 2.37468 -0.01864 0.44620
H -2.64947 -1.70619 0.07076
H -1.79767 -0.98436 -1.43754
H -2.30841 0.03047 -0.26802
```

Computed properties:
SMILES = CC1=[N+](c2ccccc2)Cn2cccc21
F_max = 0.1115 hartree/bohr
HOMO energy = -12.5 eV
energy relative to the best compared isomer or geometry (same formula, charge and spin) = 98.67 kJ/mol
charge = +1
frontier orbital gap = 8.65 eV


No. 3
Here is C13H13N2O5Sc as an isolated structure in a non-equilibrium geometry from the Open Molecules 2025 dataset. Energies are from ωB97M-V with the def2-TZVPD basis set.

```
34
C13H13N2O5Sc, DFT ωB97M-V with the def2-TZVPD basis set
Sc -0.06601 0.25568 0.13306
O -0.86362 -1.52417 0.67053
C -0.75080 -1.96451 2.05162
C -0.92154 -0.76078 2.94918
N 0.11325 0.24909 2.60208
C 1.52608 -0.11884 2.90430
C 2.47785 -0.16865 1.68803
O 3.68030 -0.36332 1.85406
O 1.91407 -0.02403 0.45600
C -0.36876 1.60787 2.98147
C -1.35055 2.19132 1.96302
O -2.34495 2.80173 2.30829
O -1.03154 1.93595 0.63490
H -1.43100 -2.09264 0.11776
H 0.24133 -2.38505 2.19942
H -1.55565 -2.69483 2.25424
H -0.85890 -1.07259 4.01111
H -1.90799 -0.33437 2.76207
H 1.53985 -1.13423 3.34873
H 1.95053 0.52475 3.66911
H 0.49597 2.26984 3.08302
H -0.86589 1.55392 3.96066
N -0.04329 0.16505 -7.46041
C -0.04597 0.08259 -6.30801
C 0.03067 0.04646 -4.86565
C 1.23866 -0.13302 -4.18874
C 1.24929 -0.05119 -2.77721
C 0.07595 0.17638 -2.09163
C -1.13586 0.37892 -2.74450
C -1.13197 0.23972 -4.12713
H 2.11960 -0.36665 -4.75904
H 2.20348 -0.18293 -2.27330
H -2.11882 0.58203 -2.28604
H -2.06377 0.31049 -4.72099
```

Computed properties:
F_max = 0.0554 hartree/bohr
HOMO energy = -9.0 eV
frontier orbital gap = 8.28 eV


Which of these has the highest F_max? C13H13N2


The highest F_max belongs to which entry? C13H13N2


Copy entry 1 word for word.
Here is one molecule with the formula C13H13FN2O2S from the Open Molecules 2025 dataset. Energies are from ωB97M-V with the def2-TZVPD basis set.

```
32
C13H13FN2O2S, DFT ωB97M-V with the def2-TZVPD basis set
C -1.88385 -2.35782 1.26852
N -1.65828 -1.33383 0.28950
C -0.67454 -1.30360 -0.65259
N -0.72869 -0.22675 -1.39076
C -1.76874 0.49309 -0.90959
C -2.35600 -0.16581 0.14151
C -3.50799 0.20563 1.01656
H -4.30006 -0.56044 0.92947
H -3.18651 0.23904 2.06368
O -4.02218 1.47810 0.73428
H -4.23856 1.52926 -0.20345
H -2.01400 1.44315 -1.33888
S 0.52627 -2.56411 -0.81747
C 1.50175 -2.26496 0.72457
H 2.55027 -2.36152 0.44942
H 1.24131 -3.03326 1.45333
C 1.18559 -0.89968 1.29568
O 0.61460 -0.81631 2.36368
C 1.53601 0.28734 0.49408
C 2.32000 0.23438 -0.65915
C 2.55553 1.37908 -1.39213
C 1.99922 2.57458 -0.96911
C 1.22228 2.66016 0.17384
C 0.99745 1.51137 0.90097
H 0.38734 1.53508 1.79141
H 0.80180 3.60767 0.47086
F 2.22510 3.68743 -1.68820
H 3.15274 1.35588 -2.28958
H 2.74441 -0.69578 -1.00023
H -2.95362 -2.50927 1.40831
H -1.43180 -2.07702 2.22354
H -1.43225 -3.28521 0.91503
```

Computed properties:
SMILES = Cn1c(CO)cnc1SCC(=O)c1ccc(F)cc1
F_max = 0.0112 hartree/bohr
HOMO energy = -8.6 eV
energy relative to the best compared isomer or geometry (same formula, charge and spin) = 3.90 kJ/mol
frontier orbital gap = 8.66 eV